Density functional theory data (the ωB97M-V functional and the def2-TZVPD basis) for a cluster of 2 separate species, H3PS2 in total at a distorted geometry.

Structure (XYZ):
```
6
Properties=species:S:1:pos:R:3:mulliken_charge:R:1
P -0.304 -0.471 0.469 0.13
S 1.369 0.922 0.202 -0.28
S -2.068 0.551 -0.064 -0.19
H -0.324 -1.181 -1.664 -0.03
H 1.121 0.934 -1.194 0.20
H -1.472 1.734 -0.032 0.17
```

HOMO energy (alpha / beta): -8.808 / -8.562 eV
ΔE to the lowest compared entry with this formula, charge and spin: 263.3 kJ/mol
Kohn-Sham gap (alpha / beta): 7.67 / 7.52 eV
Total energy: -31005.3476 eV
Molar mass: 98.13 g mol⁻¹
LUMO energy (alpha / beta): -1.134 / -1.046 eV


Density functional theory data (the ωB97M-V functional and the def2-TZVPD basis) for a structure of composition C29H27CoN4O2P at a distorted geometry.

Structure (XYZ):
```
64
Properties=species:S:1:pos:R:3:lowdin_spin:R:1
Co -0.089 1.379 0.354 2.69
C -0.443 5.398 1.766 0.01
C -0.306 3.907 1.889 0.09
O -0.521 3.201 0.873 0.13
C 0.062 3.371 3.145 0.14
C 0.153 2.016 3.435 0.02
C 0.474 1.570 4.827 -0.01
N -0.039 1.084 2.496 0.26
N -0.002 -0.179 2.868 0.25
C 0.006 -1.060 1.863 0.09
O 0.018 -0.675 0.662 0.14
C 0.057 -2.477 2.216 0.01
C 0.216 -3.419 1.198 0.01
C 0.317 -4.760 1.509 0.00
C 0.238 -5.174 2.832 0.02
C 0.070 -4.241 3.844 0.00
C -0.001 -2.894 3.547 0.02
H -0.799 5.654 0.771 0.00
H 0.522 5.873 1.938 0.00
H -1.140 5.778 2.510 0.00
H 0.264 4.071 3.940 0.01
H 0.757 2.406 5.458 0.00
H 1.275 0.834 4.808 0.00
H -0.400 1.084 5.259 0.00
H 0.257 -3.076 0.174 0.00
H 0.472 -5.482 0.724 0.00
H 0.309 -6.222 3.079 0.00
H 0.012 -4.571 4.869 0.00
H -0.092 -2.156 4.327 0.00
N 1.247 -0.042 -1.881 0.00
P -0.274 0.725 -1.885 0.04
C -0.606 1.001 -3.660 0.01
C 0.080 0.378 -4.695 0.00
C -0.398 0.481 -5.990 0.00
C -1.550 1.201 -6.258 0.00
C -2.217 1.851 -5.231 0.00
C -1.739 1.760 -3.938 0.00
C -1.459 -0.632 -1.647 0.00
C -2.486 -0.400 -0.740 0.01
C -3.373 -1.407 -0.421 0.00
C -3.225 -2.656 -1.003 0.00
C -2.227 -2.878 -1.940 0.00
C -1.349 -1.863 -2.276 0.00
C 2.223 0.282 -0.983 0.01
C 3.472 -0.353 -1.025 0.00
C 4.462 0.059 -0.165 0.00
C 4.203 1.095 0.731 0.00
C 2.939 1.642 0.740 0.01
N 1.967 1.243 -0.082 0.04
H 1.438 -0.842 -2.472 0.00
H 0.987 -0.177 -4.503 0.00
H 0.126 -0.017 -6.791 0.00
H -1.923 1.262 -7.268 0.00
H -3.112 2.416 -5.436 0.00
H -2.235 2.278 -3.128 0.00
H -2.568 0.579 -0.271 0.00
H -4.169 -1.221 0.285 0.00
H -3.892 -3.459 -0.732 0.00
H -2.129 -3.845 -2.413 0.00
H -0.578 -2.026 -3.017 0.00
H 3.641 -1.156 -1.728 0.00
H 5.432 -0.410 -0.185 0.00
H 4.964 1.454 1.401 0.00
H 2.682 2.438 1.424 0.00
```

HOMO energy (alpha / beta): -10.567 / -11.573 eV
Total charge: +1
⟨S²⟩: 6.032
Kohn-Sham gap (alpha / beta): 8.08 / 6.93 eV
Total energy: -87477.9605 eV
Molar mass: 553.47 g mol⁻¹
Spin multiplicity: 5
LUMO energy (alpha / beta): -2.488 / -4.639 eV


Density functional theory data (the ωB97M-V functional and the def2-TZVPD basis) for a cluster of 6 separate species, C5H25N2O5 in total at a distorted geometry.

Structure (XYZ):
```
37
Properties=species:S:1:pos:R:3:mulliken_charge:R:1
C -2.898 -1.896 -0.123 -1.30
C -2.394 -0.509 -0.399 0.12
C -1.172 -0.400 -1.382 -0.17
C 0.050 -1.311 -1.209 -0.24
C 1.322 -1.066 -2.067 -1.16
N 2.132 0.129 -1.697 -0.43
N -1.748 0.025 0.936 -0.22
H -3.636 -2.308 -0.785 0.35
H -2.008 -2.525 -0.011 0.31
H -3.302 -1.902 0.909 0.38
H -3.027 0.380 -0.738 0.44
H -1.530 -0.472 -2.447 0.44
H -0.790 0.662 -1.258 -0.19
H 0.326 -1.545 -0.172 0.21
H -0.246 -2.343 -1.489 0.40
H 0.906 -0.901 -3.047 0.37
H 1.819 -2.029 -2.172 0.40
H 2.380 0.729 -2.472 0.21
H 3.007 -0.233 -1.360 0.24
H -0.832 -0.366 1.132 0.22
H -1.672 1.083 0.876 0.36
H -2.536 0.045 1.561 0.36
H 2.471 0.723 1.116 0.28
H 1.329 1.159 0.334 0.27
O 1.553 0.967 1.274 -0.55
H 0.830 2.728 1.784 0.35
H 1.325 4.072 1.101 0.31
O 0.581 3.599 1.490 -0.63
H 2.376 -1.674 2.731 0.31
H 1.201 -2.648 2.725 0.28
O 1.476 -1.787 2.383 -0.62
H 0.388 -0.480 2.922 0.35
H 0.203 1.058 2.936 0.31
O -0.283 0.234 2.873 -0.73
H 1.589 2.763 -2.260 0.29
H 0.059 2.813 -1.741 0.30
O 0.750 3.225 -2.255 -0.60
```

HOMO energy: -13.402 eV
Total charge: +1
ΔE to the lowest compared entry with this formula, charge and spin: 285.4 kJ/mol
Kohn-Sham gap: 10.57 eV
Total energy: -18801.2951 eV
Molar mass: 193.26 g mol⁻¹
LUMO energy: -2.835 eV


Density functional theory data (the ωB97M-V functional and the def2-TZVPD basis) for the molecule C4H8N2O at a distorted geometry.

Structure (XYZ):
```
15
Properties=species:S:1:pos:R:3:lowdin_spin:R:1
C 1.827 1.576 -0.107 0.53
C 2.261 -1.480 -0.032 0.52
C 1.145 0.500 -0.450 0.23
C -2.256 -0.571 -0.066 0.00
N 1.507 -0.768 -0.739 0.48
N -1.099 -0.497 -0.933 0.00
O -0.447 0.725 -0.758 0.06
H 1.371 2.546 -0.048 0.03
H 2.884 1.504 0.082 0.03
H 2.516 -2.464 -0.396 0.05
H 2.670 -1.177 0.934 0.05
H -1.911 -0.716 0.959 0.00
H -2.877 0.335 -0.105 0.00
H -2.850 -1.431 -0.370 0.00
H -1.369 -0.542 -1.914 0.00
```

HOMO energy (alpha / beta): -5.574 / -8.786 eV
⟨S²⟩: 2.019
ΔE to the lowest compared entry with this formula, charge and spin: 263.8 kJ/mol
Kohn-Sham gap (alpha / beta): 6.62 / 6.11 eV
Total energy: -9297.9290 eV
Molar mass: 100.12 g mol⁻¹
Spin multiplicity: 3
LUMO energy (alpha / beta): 1.047 / -2.676 eV


Density functional theory data (the ωB97M-V functional and the def2-TZVPD basis) for a cluster of 2 separate species, C4H8BrN2 in total at a distorted geometry.

Structure (XYZ):
```
15
Properties=species:S:1:pos:R:3:mulliken_charge:R:1
C -1.447 0.961 0.538 -0.22
C 1.088 -0.496 1.097 -0.29
C -3.426 1.659 -0.686 -0.25
C 1.876 -1.509 -0.894 -0.66
N -2.419 1.474 0.056 0.11
N 2.099 -0.952 0.404 -0.06
Br 0.070 2.042 1.059 -0.04
H 1.236 -0.237 2.135 0.40
H 0.063 -0.511 0.686 0.30
H -4.275 2.017 -0.101 0.26
H -3.397 1.657 -1.791 0.27
H 0.976 -1.053 -1.326 0.25
H 2.864 -1.324 -1.471 0.28
H 1.704 -2.635 -0.643 0.32
H 2.988 -1.093 0.936 0.32
```

HOMO energy: -12.428 eV
Total charge: +1
ΔE to the lowest compared entry with this formula, charge and spin: 442.4 kJ/mol
Kohn-Sham gap: 8.11 eV
Total energy: -77289.9039 eV
Molar mass: 164.03 g mol⁻¹
LUMO energy: -4.316 eV